Computed, not measured: a single C4H7ClN2 molecule at a distorted geometry, with the ωB97M-V functional and the def2-TZVPD basis.

Its largest force on an atom is 5.1 eV/Å. As for the net charge: 0. The calculation puts the LUMO energy at 0.7 eV. The relative energy (zero: lowest compared OMol25 entry of this formula, charge and spin) is 217.3 kJ/mol. Its SMILES is CN(C#N)CCCl. As for the HOMO-LUMO gap: 10.2011 eV.

Last column: natural (NBO) charge in e.
Positions of all 14 atoms, in Å:
C -0.555 -1.273 1.090  -0.4236
N -0.610 -0.038 0.225  -0.4861
C -1.813 0.560 0.157  0.4201
N -2.776 1.123 -0.004  -0.3806
C 0.240 0.075 -0.872  -0.2028
C 1.430 1.074 -0.579  -0.3921
Cl 2.669 0.186 0.255  -0.0528
H 0.373 -1.289 1.650  0.2265
H -1.408 -1.254 1.890  0.2261
H -0.897 -2.202 0.567  0.2049
H 0.649 -0.849 -1.006  0.2104
H -0.423 0.542 -1.676  0.2194
H 1.247 1.986 -0.123  0.2212
H 1.873 1.360 -1.573  0.2094

Cartesian forces, eV/Å:
C -2.7 0.3 1.0
N -2.4 -1.5 3.4
C 3.6 -1.7 0.2
N -3.2 1.7 -0.3
C -0.3 5.0 -0.7
C 0.1 -1.9 -3.6
Cl 0.9 -0.3 0.9
H 0.2 -0.4 -0.4
H 1.6 0.7 -1.3
H 1.1 0.6 -0.1
H 1.1 -2.4 -1.4
H 1.4 -1.1 0.3
H -0.9 1.4 1.3
H -0.4 -0.4 0.8

***

Computed, not measured: a single C5H10O molecule at a distorted geometry, with the ωB97M-V functional and the def2-TZVPD basis.

Its largest force on an atom is 1.4 eV/Å. As for the net charge: 0. The calculation puts the LUMO energy at 1.1 eV. The relative energy (zero: lowest compared OMol25 entry of this formula, charge and spin) is 225.2 kJ/mol. Its SMILES is CO[C@H]1C[C@H]1C. As for the HOMO-LUMO gap: 10.2175 eV.

Last column: natural (NBO) charge in e.
Positions of all 16 atoms, in Å:
C -0.010 2.352 -0.431  -0.2467
O -0.011 1.286 0.513  -0.5242
C 0.667 0.188 0.058  0.0808
C 1.090 -0.992 0.871  -0.4379
C 0.105 -1.117 -0.386  -0.2359
C -1.311 -1.509 0.058  -0.6143
H 0.366 3.244 0.078  0.1840
H -1.020 2.533 -0.818  0.1789
H 0.665 2.122 -1.273  0.1714
H 1.531 0.415 -0.578  0.1622
H 0.526 -1.247 1.767  0.2134
H 2.172 -1.067 1.072  0.2215
H 0.269 -1.350 -1.450  0.2157
H -2.104 -0.996 -0.506  0.2096
H -1.480 -1.275 1.114  0.2102
H -1.454 -2.586 -0.090  0.2112

Cartesian forces, eV/Å:
C 0.1 0.0 0.0
O -0.4 0.5 0.2
C 1.0 -1.0 -0.2
C -0.4 0.3 -0.1
C -0.5 0.3 0.3
C 0.2 0.0 -0.1
H -0.2 0.0 -0.1
H 0.2 0.0 0.1
H -0.3 0.2 0.2
H -0.3 0.4 0.1
H 0.0 0.2 -0.2
H -0.5 -0.6 -0.9
H 0.6 -0.5 0.8
H 0.4 0.0 0.0
H 0.0 0.0 -0.2
H 0.0 0.2 0.1

***

Computed, not measured: a gas-phase ion, C2H2O6S2 (charge -2) at a distorted geometry, with the ωB97M-V functional and the def2-TZVPD basis.

Its largest force on an atom is 6.1 eV/Å. As for the net charge: -2. The calculation puts the LUMO energy at 6.3 eV. The relative energy (zero: lowest compared OMol25 entry of this formula, charge and spin) is 560.3 kJ/mol. As for the HOMO-LUMO gap: 5.9763 eV.

Last column: natural (NBO) charge in e.
Positions of all 12 atoms, in Å:
C 0.686 0.938 -1.401  -0.6669
C -0.698 0.658 1.533  -0.4689
O 2.100 -0.150 0.447  -1.0560
O -2.450 0.237 -0.252  -1.0372
O 2.758 2.061 -0.269  -1.0557
O -2.246 2.480 0.284  -0.9943
O -0.550 1.529 -1.239  -0.6972
O 0.858 1.855 1.018  -0.8944
S 1.616 1.111 -0.045  2.3317
S -1.463 1.279 0.093  2.2193
H 0.564 -0.085 -1.441  0.1420
H -0.105 -0.256 1.340  0.1774

Cartesian forces, eV/Å:
C 0.2 0.0 -0.8
C 2.0 1.6 -0.9
O 0.3 -2.0 0.3
O 1.0 -1.0 0.0
O -0.8 -1.0 -0.2
O 1.3 1.2 0.4
O -2.1 1.8 0.8
O -3.1 -0.7 2.0
S 5.0 3.4 0.3
S -3.1 -1.2 -0.9
H -0.4 -2.6 -0.5
H -0.4 0.4 -0.5

***

Computed, not measured: 2 unconnected molecules or ions with the total composition C2H3FINO at a distorted geometry, with the ωB97M-V functional and the def2-TZVPD basis.

Its largest force on an atom is 3.0 eV/Å. As for the net charge: 0. The calculation puts the LUMO energy at -0.4 eV. The relative energy (zero: lowest compared OMol25 entry of this formula, charge and spin) is 277.9 kJ/mol. Its SMILES is [O-][N+]#CI.CF. As for the HOMO-LUMO gap: 8.9852 eV.

Last column: natural (NBO) charge in e.
Positions of all 9 atoms, in Å:
O -1.066 2.556 0.801  -0.3775
N -1.497 1.542 0.361  0.1839
C -1.852 0.564 -0.206  -0.1161
I -3.092 -1.005 -0.228  0.3064
C 1.528 -0.711 -0.110  -0.1261
F 0.533 -0.682 -1.034  -0.3660
H 1.099 -1.041 0.861  0.1648
H 2.390 -1.504 -0.331  0.1574
H 1.956 0.281 -0.113  0.1732

Cartesian forces, eV/Å:
O 0.4 0.6 0.3
N -0.9 -2.3 -1.6
C 0.4 1.9 1.4
I 0.1 -0.1 -0.1
C 1.9 -1.8 0.8
F -0.4 -0.6 -0.9
H 0.3 0.6 -0.4
H -1.9 1.6 -0.1
H 0.3 0.2 0.5

***

Computed, not measured: a molecular structure, C27H15F10InN4O5S4 at a distorted geometry, with the ωB97M-V functional and the def2-TZVPD basis.

Its largest force on an atom is 2.2 eV/Å. As for the net charge: -2. The calculation puts the LUMO energy at 4.0 eV. The relative energy (zero: lowest compared OMol25 entry of this formula, charge and spin) is 144.1 kJ/mol. As for the HOMO-LUMO gap: 5.3033 eV.

Last column: natural (NBO) charge in e.
Positions of all 66 atoms, in Å:
In 0.243 -0.465 0.142  1.5570
C 3.408 -0.630 -0.071  -0.4401
N 2.551 0.508 0.199  -0.4772
C 2.780 1.598 -0.728  -0.2401
C 2.176 1.291 -2.102  -0.2254
N 0.778 0.969 -2.045  -0.6630
C -0.160 1.872 -2.225  0.0895
C -1.462 1.385 -2.547  0.2832
F -1.588 0.067 -2.818  -0.3063
C -2.575 2.175 -2.648  0.2683
F -3.786 1.615 -2.907  -0.3293
C -2.476 3.560 -2.523  0.1904
F -3.576 4.348 -2.638  -0.3200
C -1.213 4.103 -2.326  0.2604
F -1.073 5.449 -2.263  -0.3174
C -0.099 3.299 -2.195  0.2605
F 1.094 3.934 -1.991  -0.3434
C 2.669 0.911 1.583  -0.2306
C 1.591 1.903 2.000  -0.2306
N 0.286 1.314 1.865  -0.6850
C -0.726 1.889 2.480  0.1061
C -1.960 1.194 2.639  0.3118
F -2.033 -0.076 2.187  -0.3054
C -3.065 1.699 3.278  0.2675
F -4.184 0.950 3.385  -0.3098
C -3.036 2.966 3.856  0.1913
F -4.118 3.474 4.500  -0.3170
C -1.855 3.685 3.762  0.2771
F -1.786 4.915 4.323  -0.3142
C -0.751 3.178 3.106  0.2304
F 0.329 4.012 3.067  -0.3303
H 4.474 -0.357 -0.018  0.1664
H 3.187 -1.028 -1.059  0.2250
H 3.186 -1.404 0.664  0.2557
H 3.861 1.798 -0.834  0.1715
H 2.294 2.499 -0.350  0.2089
H 2.671 0.409 -2.522  0.1940
H 2.383 2.141 -2.766  0.1854
H 3.663 1.349 1.784  0.1658
H 2.529 0.010 2.181  0.2533
H 1.676 2.839 1.427  0.1769
H 1.786 2.146 3.054  0.1894
O -3.822 -1.444 -1.379  -0.6698
C -2.791 -1.265 -0.548  0.8039
O -2.290 -0.169 -0.399  -0.6020
C -2.312 -2.466 0.153  0.0486
C -2.852 -3.742 0.020  -0.1823
C -2.220 -4.789 0.676  -0.1849
C -1.090 -4.533 1.434  -0.1479
C -0.622 -3.224 1.508  0.1575
N -1.228 -2.239 0.888  -0.4601
C 0.663 -2.862 2.272  0.7694
O 0.996 -3.589 3.196  -0.6778
O 1.262 -1.831 1.863  -0.7875
H -3.966 -0.607 -1.855  0.5128
H -3.716 -3.910 -0.602  0.2238
H -2.592 -5.798 0.568  0.2091
H -0.534 -5.309 1.937  0.2495
O 4.200 -3.844 -5.001  -0.6316
C 3.479 -3.756 -4.040  0.1692
S 3.511 -4.890 -2.694  0.2704
C 2.144 -4.226 -1.741  -0.3469
C 1.561 -3.104 -2.286  -0.5309
S 0.125 -2.402 -1.735  -0.2165
S 2.297 -2.483 -3.793  0.2707
S 1.699 -5.007 -0.347  -0.3474

Cartesian forces, eV/Å:
In 1.0 -0.2 0.1
C 0.2 -0.5 -0.1
N -0.6 -0.3 0.1
C -0.2 0.3 -0.6
C 0.1 0.1 0.0
N 0.2 -0.9 1.0
C -0.7 1.0 -0.3
C 0.0 -0.2 -0.3
F -0.1 0.5 -0.1
C -0.1 0.3 0.0
F 0.2 0.0 0.1
C 0.1 0.0 -0.1
F 0.2 -0.1 0.0
C -0.4 0.2 -0.1
F -0.1 -0.3 0.0
C 0.2 -0.3 0.0
F -0.3 -0.1 0.1
C -0.1 0.3 0.6
C 0.3 0.1 0.0
N 0.4 -1.5 -1.6
C -1.0 0.7 0.7
C 0.1 -0.2 -0.1
F 0.0 0.4 0.3
C -0.2 0.2 0.2
F 0.3 0.2 0.0
C 0.1 0.0 0.0
F 0.2 -0.1 -0.2
C -0.4 0.0 0.2
F 0.0 -0.3 -0.2
C 0.2 -0.2 -0.2
F -0.3 -0.2 -0.1
H -0.1 0.0 0.0
H 0.1 -0.1 -0.1
H 0.1 -0.1 -0.1
H -0.1 0.0 0.1
H 0.1 -0.1 0.0
H 0.1 0.1 -0.1
H 0.1 -0.2 0.1
H 0.0 -0.1 0.0
H 0.2 0.0 0.1
H 0.1 -0.1 0.2
H 0.1 0.0 -0.1
O -0.1 -0.2 0.1
C -0.3 0.5 -0.3
O 0.3 -0.1 0.1
C -0.3 -0.8 0.1
C 0.0 0.4 0.0
C 0.2 0.1 0.2
C -0.2 0.0 -0.1
C 0.5 -0.1 0.4
N 0.1 0.4 -0.1
C -0.3 -0.5 -0.1
O -0.1 -0.3 0.3
O -0.1 1.3 -0.8
H 0.2 0.0 0.1
H 0.0 0.1 -0.1
H 0.0 0.0 0.0
H 0.0 0.0 0.1
O 0.5 0.0 -0.6
C -0.4 0.1 0.6
S -0.3 0.1 0.2
C 0.2 0.7 -0.9
C 1.2 -0.3 -0.4
S -0.7 0.9 0.6
S -0.2 0.0 0.1
S 0.0 -0.8 1.0

***

Computed, not measured: 3 unconnected molecules or ions with the total composition C15H28NO4S, with the ωB97M-V functional and the def2-TZVPD basis.

Its largest force on an atom is 0.2 eV/Å. As for the net charge: -1. The calculation puts the LUMO energy at 2.2 eV. As for the HOMO-LUMO gap: 4.6759 eV.

Last column: natural (NBO) charge in e.
Positions of all 49 atoms, in Å:
S -6.611 -5.389 -1.837  0.0584
N -5.078 -4.785 -2.008  -0.9667
C -4.482 -4.379 -0.765  -0.2657
C -4.454 -2.873 -0.541  -0.0132
C -5.303 -2.039 -1.268  -0.1564
C -5.301 -0.663 -1.067  -0.2439
C -4.446 -0.085 -0.136  -0.2656
C -3.573 -0.902 0.577  -0.2321
C -3.587 -2.278 0.376  -0.2298
H -7.452 -4.304 -1.704  -0.0188
H -3.437 -4.728 -0.705  0.1573
H -5.002 -4.808 0.114  0.1643
H -5.945 -2.508 -2.008  0.2300
H -5.984 -0.043 -1.639  0.1944
H -4.435 0.990 0.015  0.1951
H -2.854 -0.463 1.263  0.1986
H -2.894 -2.907 0.932  0.1950
C 0.232 2.133 -3.246  -0.2538
O 1.333 1.274 -3.021  -0.5514
C 1.774 1.253 -1.675  -0.0859
C 1.202 0.087 -0.898  -0.0834
O -0.200 0.173 -0.760  -0.5557
C -0.924 -0.664 -1.654  -0.2599
H -0.145 1.923 -4.245  0.1897
H -0.568 1.961 -2.523  0.1878
H 0.541 3.184 -3.197  0.1578
H 1.513 2.193 -1.175  0.1667
H 2.866 1.174 -1.688  0.1809
H 1.632 0.099 0.111  0.1712
H 1.488 -0.857 -1.375  0.1741
H -0.860 -1.711 -1.343  0.1790
H -0.554 -0.566 -2.677  0.1686
H -1.967 -0.361 -1.613  0.2145
C 5.930 2.396 3.947  -0.2527
O 4.609 1.909 4.069  -0.5502
C 3.650 2.679 3.364  -0.0877
C 3.290 2.067 2.028  -0.0917
O 4.396 2.034 1.141  -0.5545
C 5.017 0.765 1.056  -0.2543
H 6.595 1.634 4.352  0.1884
H 6.197 2.584 2.904  0.1791
H 6.062 3.320 4.522  0.1633
H 4.017 3.700 3.215  0.1697
H 2.749 2.731 3.982  0.1875
H 2.511 2.678 1.562  0.1879
H 2.885 1.060 2.172  0.1777
H 4.404 0.068 0.474  0.1694
H 5.198 0.338 2.046  0.1787
H 5.969 0.903 0.547  0.1883

Cartesian forces, eV/Å:
S 0.0 0.0 0.0
N 0.1 -0.1 0.0
C -0.2 0.0 -0.1
C 0.0 0.2 0.0
C 0.1 0.0 0.0
C -0.1 -0.1 0.0
C 0.1 0.0 0.0
C 0.0 0.0 0.0
C 0.0 0.1 0.0
H -0.1 0.0 0.0
H 0.0 0.0 0.0
H 0.1 0.0 0.0
H 0.1 0.0 0.0
H 0.1 0.0 0.0
H 0.0 -0.1 0.0
H -0.1 0.0 0.0
H 0.0 0.0 0.0
C 0.0 0.0 0.0
O 0.0 0.0 0.0
C 0.1 0.0 -0.1
C -0.1 0.0 0.1
O 0.0 0.1 -0.1
C 0.0 0.0 0.0
H 0.0 0.0 0.0
H 0.0 0.0 0.0
H 0.0 0.0 0.0
H 0.0 0.0 0.0
H 0.0 0.0 0.0
H 0.1 0.0 0.0
H 0.0 0.0 0.0
H 0.0 0.0 0.0
H 0.0 0.0 0.0
H 0.0 0.0 0.0
C 0.0 0.0 0.0
O 0.0 0.0 0.0
C 0.0 0.0 0.1
C 0.0 0.0 -0.1
O 0.1 0.0 0.1
C 0.0 0.0 0.0
H 0.0 0.0 0.0
H 0.0 0.0 0.0
H 0.0 0.0 0.0
H 0.0 0.0 0.0
H 0.0 0.0 0.0
H 0.0 0.0 0.0
H 0.0 0.0 0.0
H 0.0 0.0 0.0
H 0.0 0.0 0.0
H 0.0 0.0 0.0

***

It is found that the HOMO energy values, taken in the order of the records, are -0.3474, -0.3346, 0.0112, -0.3454, -0.0467, -0.0926 hartree.